{"formula": "C24H26Br2I2O5P", "method": "ωB97M-V/def2-TZVPD", "charge": -1, "largest_force_ev_per_a": 6.2, "e_tot_ha": -7390.8411, "homo_energy_ev": -3.977, "spin_multiplicity": 1, "elements": ["O", "C", "C", "C", "H", "H", "C", "C", "H", "H", "Br", "C", "H", "P", "H", "C", "H", "O", "H", "C", "C", "C", "H", "H", "C", "H", "H", "C", "C", "H", "O", "I", "H", "C", "H", "C", "O", "C", "C", "H", "H", "C", "H", "O", "C", "C", "H", "I", "H", "H", "H", "H", "C", "C", "C", "C", "H", "H", "H", "Br"], "xyz": [[3.012, -0.717, -1.034], [-7.356, -1.540, -1.126], [-5.640, -0.115, -2.661], [-4.206, 0.413, -3.037], [2.444, 4.185, 0.486], [3.818, 2.294, 1.374], [-7.620, 0.759, 0.286], [-1.874, -1.134, -0.058], [1.887, 1.637, 1.960], [-7.894, 1.533, -0.526], [-4.877, -2.515, 1.050], [4.627, 1.490, -0.660], [3.416, 0.275, 4.098], [4.224, -0.283, -0.163], [6.506, -2.685, 1.586], [1.511, 2.269, -0.257], [4.765, -3.346, 1.922], [5.504, -1.353, -0.516], [-8.169, 1.126, 1.237], [-5.879, -1.011, -1.412], [-3.191, -0.823, -0.926], [5.630, -3.290, 1.172], [3.582, -1.520, 3.758], [-4.034, 1.083, -3.959], [4.026, 2.627, 0.304], [4.031, -2.965, -0.353], [5.073, 0.932, 2.454], [4.198, -0.547, 3.874], [-4.617, -1.358, -0.537], [4.255, 1.657, -1.740], [3.740, -0.483, 1.459], [-0.027, -0.703, 3.065], [6.023, -4.362, 1.007], [-0.502, 0.867, -1.341], [-7.966, -1.612, -2.097], [0.150, 0.341, 1.176], [-1.122, 0.600, -3.777], [5.145, -2.738, -0.275], [2.689, 3.343, -0.267], [-6.506, 0.772, 0.557], [5.007, -0.626, 4.672], [-2.948, 0.063, -2.206], [-6.476, 0.207, -3.364], [-1.694, -2.224, 0.556], [4.801, -0.185, 2.403], [-0.742, 0.009, -0.042], [5.770, -0.765, 2.239], [-8.438, -1.831, 1.883], [0.765, 2.602, -2.470], [5.782, 1.564, -0.703], [2.897, 3.753, -1.313], [-9.251, -0.599, -0.420], [-1.465, 0.537, -2.571], [0.579, 1.970, -1.487], [-8.175, -0.714, -0.012], [1.239, 1.450, 1.035], [-7.263, -2.627, -0.740], [5.716, -3.369, -1.059], [4.824, 3.466, 0.352], [0.297, 4.217, -2.858]], "atomic_forces_ev_per_a": [[3.3, 1.0, 2.6], [0.9, -0.9, 0.7], [3.6, -0.6, 1.9], [0.1, -1.7, 2.3], [0.3, -1.2, -1.5], [0.4, 0.2, -1.5], [-0.7, 0.2, 1.3], [0.9, -1.6, 1.1], [-1.1, -0.4, -1.5], [0.7, -1.5, 1.0], [0.4, 1.2, -1.6], [1.4, 0.3, 0.4], [1.4, -1.3, 0.0], [-4.8, -2.3, -3.2], [-1.3, -0.8, -0.6], [-3.2, -2.8, 0.8], [1.3, 0.3, -1.0], [-1.6, 1.3, 1.5], [0.9, -0.5, -1.5], [2.8, 1.4, -1.4], [-1.5, 0.7, -1.3], [0.1, -0.4, -0.5], [1.2, 1.4, 0.4], [-0.5, -1.3, 1.6], [0.2, 1.2, -0.3], [1.4, 0.8, -0.2], [-0.4, -1.5, -0.5], [-0.8, 0.2, -1.4], [0.5, 2.0, -3.1], [0.4, -0.7, 1.8], [2.9, 0.9, -1.8], [0.2, 0.8, -1.2], [-0.7, 1.6, 0.3], [0.8, 0.2, 1.7], [1.1, 0.4, 1.4], [0.4, 1.7, -3.9], [-1.3, 0.0, 4.0], [0.6, -2.0, 0.7], [0.0, -1.3, 0.7], [-1.6, -0.1, -0.7], [-1.2, 0.2, -1.1], [-3.9, -1.4, 1.5], [1.1, -0.6, 1.3], [-0.9, 4.0, -2.2], [0.3, 0.2, 2.6], [1.7, 2.4, -0.1], [-1.5, 0.6, -0.1], [0.0, 0.5, -0.8], [-0.2, -2.5, 1.8], [-1.8, 0.0, 0.2], [-0.6, -0.5, 1.5], [1.7, -0.3, 0.9], [0.9, 0.1, -1.4], [0.6, -3.8, 3.5], [-0.5, 1.2, -1.5], [-1.4, -0.3, -2.2], [-0.1, 1.7, -0.7], [-1.0, 1.3, 1.1], [-1.2, -1.4, 0.1], [-0.7, 3.6, -1.5]]}